A structure of composition C44H68N2O6P4PdSi2. Source: OMol25; level of theory: wB97M-V/def2-TZVPD.

XYZ file:
```
127
C44H68N2O6P4PdSi2 wB97M-V/def2-TZVPD
Pd 0.448 0.441 -0.203
C 3.014 -3.728 3.330
Si 2.771 -2.114 2.346
C 1.716 -1.009 3.444
C 4.501 -1.360 2.268
N 2.170 -2.413 0.792
P 0.640 -2.672 0.445
C -0.449 -1.388 0.545
P -2.070 -1.227 0.113
N -2.730 0.175 0.365
Si -4.124 1.058 0.481
C -5.744 0.059 0.446
C -4.317 2.307 -0.929
C -4.152 2.069 2.079
C -2.440 -1.637 -1.661
C -3.691 -2.088 -2.083
C -3.965 -2.288 -3.430
C -2.993 -2.024 -4.386
C -1.751 -1.552 -3.981
C -1.480 -1.364 -2.633
C -3.083 -2.492 1.015
C -3.571 -2.122 2.269
C -4.242 -3.028 3.076
C -4.446 -4.333 2.642
C -3.972 -4.716 1.396
C -3.296 -3.803 0.597
C 0.666 -3.480 -1.216
C 1.677 -3.109 -2.101
C 1.690 -3.566 -3.410
C 0.692 -4.423 -3.860
C -0.306 -4.822 -2.982
C -0.315 -4.352 -1.675
C 0.091 -4.077 1.513
C 0.502 -5.389 1.281
C 0.183 -6.404 2.172
C -0.540 -6.116 3.324
C -0.939 -4.811 3.574
C -0.627 -3.802 2.672
H 3.540 -3.542 4.273
H 3.593 -4.455 2.752
H 2.048 -4.185 3.564
H 2.285 -0.623 4.296
H 0.859 -1.569 3.831
H 1.338 -0.163 2.868
H 4.911 -1.252 3.278
H 4.461 -0.367 1.816
H 5.184 -1.995 1.695
H -5.865 -0.437 -0.522
H -6.612 0.708 0.603
H -5.750 -0.714 1.219
H -4.297 1.787 -1.892
H -3.481 3.008 -0.898
H -5.253 2.870 -0.855
H -4.453 1.453 2.932
H -4.837 2.921 2.018
H -3.142 2.442 2.268
H -4.465 -2.276 -1.348
H -4.944 -2.644 -3.734
H -3.203 -2.183 -5.438
H -0.981 -1.346 -4.717
H -0.511 -0.998 -2.305
H -3.403 -1.103 2.603
H -4.605 -2.717 4.050
H -4.965 -5.046 3.273
H -4.116 -5.734 1.050
H -2.936 -4.115 -0.375
H 2.463 -2.469 -1.722
H 2.484 -3.259 -4.084
H 0.692 -4.777 -4.885
H -1.091 -5.489 -3.320
H -1.096 -4.676 -0.999
H 1.090 -5.611 0.398
H 0.510 -7.419 1.976
H -0.788 -6.907 4.024
H -1.505 -4.576 4.468
H -0.930 -2.778 2.853
C 1.751 5.051 2.706
C 0.948 5.747 1.622
C -0.421 6.209 2.096
O 0.832 4.927 0.439
P 0.061 3.507 0.407
O -0.441 3.069 1.705
C 1.241 2.517 -0.530
P 2.790 2.092 0.298
O 2.740 1.646 1.688
O 3.680 1.303 -0.768
C 3.378 0.053 -1.444
C 4.637 -0.785 -1.411
C 2.938 0.370 -2.860
O 3.636 3.479 0.258
C 4.137 4.051 -0.948
C 3.810 5.534 -0.935
C 5.631 3.787 -1.034
O -1.127 3.789 -0.623
C -0.928 4.317 -1.941
C -1.841 5.521 -2.083
C -1.236 3.235 -2.961
H 1.976 5.764 3.504
H 2.686 4.667 2.298
H 1.192 4.211 3.117
H 1.513 6.613 1.261
H -1.009 5.351 2.421
H -0.955 6.721 1.293
H -0.306 6.901 2.934
H 1.561 3.161 -1.364
H 0.712 1.707 -1.256
H 2.569 -0.443 -0.894
H 5.486 -0.205 -1.787
H 4.512 -1.668 -2.042
H 4.840 -1.118 -0.398
H 3.729 0.904 -3.397
H 2.031 0.975 -2.861
H 2.714 -0.558 -3.390
H 3.652 3.579 -1.810
H 4.280 6.006 -0.068
H 2.733 5.684 -0.864
H 4.186 6.015 -1.841
H 6.136 4.250 -0.183
H 6.042 4.204 -1.957
H 5.817 2.715 -1.010
H 0.111 4.650 -2.044
H -2.877 5.209 -1.940
H -1.737 5.961 -3.077
H -1.596 6.273 -1.333
H -2.279 2.928 -2.872
H -0.623 2.348 -2.797
H -1.058 3.610 -3.972
```

Spin multiplicity: 1
Molar mass in g mol⁻¹: 1007.52
Total charge: -2
E in eV: -118396.780
Highest occupied orbital energy in eV: -1.12

A cluster of 11 separate species, C44H68O22 in total at a distorted geometry. Source: OMol25; level of theory: wB97M-V/def2-TZVPD.

XYZ file:
```
134
C44H68O22 wB97M-V/def2-TZVPD
C -1.887 0.170 1.514
C -0.373 0.029 1.699
O 0.131 1.010 0.834
C 0.603 0.748 -0.409
C 1.129 1.910 -1.176
O 0.558 -0.280 -1.068
H -2.184 0.255 0.469
H -2.111 1.074 2.081
H -2.278 -0.701 2.041
H -0.191 0.380 2.714
H 0.033 -0.982 1.646
H 0.201 2.411 -1.452
H 1.578 1.469 -2.066
H 1.729 2.543 -0.522
O 4.348 1.010 -3.723
C 3.892 0.038 -3.235
C 2.804 -0.816 -3.823
C 3.105 -2.066 -3.054
C 3.644 -1.638 -1.700
O 4.272 -0.364 -2.006
H 1.841 -0.333 -3.653
H 2.753 -0.978 -4.900
H 2.239 -2.727 -3.079
H 3.924 -2.583 -3.556
H 2.765 -1.397 -1.103
H 4.337 -2.237 -1.109
O 4.727 1.757 7.173
C 4.129 1.847 6.109
C 2.672 1.917 5.960
C 2.537 2.646 4.609
C 3.920 2.377 3.943
O 4.741 1.837 4.871
H 2.294 0.903 6.085
H 2.546 2.447 6.904
H 1.711 2.305 3.986
H 2.586 3.734 4.630
H 3.632 1.605 3.229
H 4.250 3.206 3.317
O -4.217 -3.857 0.604
C -4.481 -3.584 1.784
C -5.605 -4.070 2.703
C -5.467 -3.222 3.979
C -4.100 -2.518 3.813
O -3.828 -2.632 2.397
H -6.617 -4.116 2.300
H -5.375 -5.000 3.225
H -6.243 -2.465 4.088
H -5.547 -3.893 4.834
H -4.072 -1.464 4.087
H -3.316 -2.993 4.404
O 2.573 -0.511 2.977
C 2.650 -1.311 3.925
C 3.880 -2.103 4.421
C 3.317 -2.866 5.659
C 2.073 -2.101 6.113
O 1.716 -1.328 4.978
H 4.235 -2.531 3.484
H 4.663 -1.363 4.589
H 3.136 -3.864 5.260
H 4.094 -2.894 6.424
H 1.350 -2.888 6.326
H 2.140 -1.416 6.958
O 1.786 2.850 -6.080
C 0.757 2.404 -5.639
C -0.241 1.432 -6.353
C -1.042 0.936 -5.142
C -1.007 2.129 -4.227
O 0.276 2.631 -4.443
H -0.932 1.963 -7.009
H 0.365 0.649 -6.809
H -2.082 0.787 -5.432
H -0.549 0.060 -4.720
H -1.643 2.960 -4.532
H -1.225 1.897 -3.184
O -5.505 0.562 0.213
C -5.747 0.319 -0.903
C -4.793 0.481 -2.024
C -5.453 -0.277 -3.196
C -6.970 -0.276 -2.800
O -6.985 0.032 -1.386
H -4.620 1.515 -2.323
H -3.813 0.075 -1.772
H -5.195 0.148 -4.166
H -5.143 -1.310 -3.038
H -7.646 0.461 -3.234
H -7.424 -1.251 -2.977
O 3.725 4.071 0.208
C 4.215 4.473 -0.884
C 4.426 3.865 -2.245
C 5.251 4.919 -3.057
C 5.305 6.125 -2.225
O 4.720 5.804 -0.999
H 4.964 2.940 -2.038
H 3.426 3.730 -2.658
H 6.246 4.574 -3.340
H 4.898 5.163 -4.059
H 6.368 6.365 -2.215
H 4.865 6.962 -2.766
O 0.032 -2.627 -4.817
C -0.619 -2.575 -3.763
C -0.319 -3.298 -2.510
C -1.676 -3.463 -1.830
C -2.449 -2.306 -2.404
O -1.843 -2.097 -3.699
H 0.144 -4.231 -2.833
H 0.293 -2.667 -1.866
H -2.076 -4.433 -2.126
H -1.692 -3.330 -0.748
H -3.537 -2.339 -2.466
H -2.181 -1.486 -1.738
O -2.885 3.514 -2.208
C -2.744 3.840 -1.023
C -2.206 5.221 -0.442
C -2.161 4.878 1.017
C -3.126 3.733 1.244
O -3.172 3.040 -0.021
H -1.261 5.631 -0.798
H -2.939 6.019 -0.556
H -1.143 4.649 1.334
H -2.396 5.660 1.740
H -2.754 3.151 2.087
H -4.087 4.159 1.532
O 3.419 -4.308 0.618
C 2.202 -4.330 0.761
C 1.197 -5.511 0.433
C 0.041 -5.246 1.319
C 0.126 -3.686 1.521
O 1.543 -3.367 1.407
H 0.807 -5.574 -0.583
H 1.746 -6.430 0.638
H -0.930 -5.621 0.996
H 0.151 -5.800 2.252
H -0.522 -3.046 0.922
H -0.122 -3.430 2.552
```

Relative energy (zero: lowest compared OMol25 entry of this formula, charge and spin) in eV: 2.029
Spin multiplicity: 1
Molar mass in g mol⁻¹: 949.01
SMILES: CCOC(C)=O.O=C1CCCO1.O=C1CCCO1.O=C1CCCO1.O=C1CCCO1.O=C1CCCO1.O=C1CCCO1.O=C1CCCO1.O=C1CCCO1.O=C1CCCO1.O=C1CCCO1
E in eV: -91773.492
Highest occupied orbital energy in eV: -9.42

| no. | orbital gap (eV) |
| --- | --- |
| 1 | 5.1 |
| 2 | 9.4 |